1.
23
Properties=species:S:1:pos:R:3:forces:R:3:lowdin_charge:R:1 method="wB97M-V/def2-TZVPD" energy_ev=-27491.041 lumo_energy_ev=3.302 fmax_ha_per_bohr=0.0893 gap_ev=7.41 total_charge=-1 e_above_lowest_kcal_mol=79.6 e_homo_ev=-4.11
S -0.889 0.652 2.997 -0.7 -1.0 -1.5 0.759
O 1.601 0.370 -1.418 0.8 1.1 0.2 -0.086
O 0.815 2.865 -0.355 -0.6 0.9 -0.9 -0.025
O 1.874 2.283 1.511 0.4 -0.8 0.4 -0.027
C 0.274 -0.409 0.320 1.2 1.5 0.7 -0.112
C -1.211 -1.783 -1.025 -0.8 0.1 0.3 -0.128
C 0.009 -1.496 -0.582 1.5 -0.7 -1.4 -0.123
C -2.311 -0.921 -0.603 0.8 0.5 -0.2 -0.114
C -1.344 -1.127 2.654 1.4 1.0 -0.6 -0.383
C -2.111 -0.075 0.442 -1.4 -1.6 0.9 -0.097
C -0.913 -0.359 1.380 0.2 1.7 -0.4 -0.557
C 1.325 2.070 0.434 -0.1 -0.5 -0.2 -0.729
C 1.155 0.616 -0.193 -2.8 -1.8 3.2 -0.105
C 2.614 1.260 -1.935 2.2 -1.7 0.9 -0.048
H -3.049 0.406 0.790 1.1 0.4 0.0 0.105
H 3.642 0.854 -1.612 -1.3 0.1 -0.6 0.105
H -1.230 -2.555 -1.765 -0.8 -0.3 -0.4 0.076
H 2.699 2.290 -1.559 -1.2 -0.3 -0.5 0.090
H -2.369 -1.484 2.638 0.0 0.4 0.1 0.062
H -3.182 -0.797 -1.257 0.1 -0.2 0.4 0.091
H -0.681 -1.695 3.307 0.1 -0.4 -0.8 0.044
H 2.484 1.050 -2.981 0.3 0.9 -0.6 0.080
H 0.799 -2.017 -1.187 -0.3 0.7 1.1 0.120


2.
16
Properties=species:S:1:pos:R:3:forces:R:3:lowdin_charge:R:1 method="wB97M-V/def2-TZVPD" energy_ev=-8866.258 lumo_energy_ev=0.690 fmax_ha_per_bohr=0.0610 gap_ev=11.08 e_above_lowest_kcal_mol=68.1 smiles=COC(C)(C)C#N e_homo_ev=-10.39
O 1.176 -0.382 -0.503 -1.9 0.3 0.9 -0.149
N -1.016 1.795 1.327 0.9 0.7 0.0 0.215
C -1.239 -0.200 -1.076 0.2 -0.1 -0.2 -0.015
C -0.268 1.161 0.709 -2.7 -0.4 1.1 -0.263
C 1.927 0.795 -0.461 -1.3 2.0 1.4 -0.118
C -0.489 -1.256 1.116 0.3 -0.2 -0.1 -0.013
C -0.237 -0.167 0.074 1.7 -0.7 -1.0 -0.504
H 2.867 0.715 0.111 -0.3 -0.3 -0.4 0.092
H -2.289 -0.078 -0.776 0.4 0.0 0.2 0.100
H 1.214 1.566 0.197 2.5 -0.9 -1.6 0.101
H -0.131 -2.169 0.645 0.0 -0.2 0.2 0.089
H -0.997 0.583 -1.797 0.0 -0.1 0.0 0.093
H 0.081 -1.072 2.029 0.0 0.0 -0.2 0.093
H 2.071 1.283 -1.440 0.0 -0.4 0.3 0.091
H -1.126 -1.175 -1.549 -0.1 0.0 -0.2 0.091
H -1.543 -1.399 1.393 0.3 0.4 -0.3 0.098


3.
17
Properties=species:S:1:pos:R:3:forces:R:3:lowdin_charge:R:1 method="wB97M-V/def2-TZVPD" energy_ev=-8427.229 lumo_energy_ev=1.008 fmax_ha_per_bohr=0.0367 gap_ev=9.30 e_above_lowest_kcal_mol=92.5 e_homo_ev=-8.29
O -0.509 1.621 0.437 -1.5 1.1 -0.2 -0.110
C 1.094 0.287 0.875 1.0 -0.6 -0.8 -0.045
C -0.790 -1.323 0.193 0.0 0.1 -0.1 -0.105
C -1.327 -0.426 -0.635 -0.1 0.0 0.3 -0.069
C -0.659 0.915 -0.820 -0.2 0.1 0.4 -0.426
C 0.522 -1.122 0.923 0.2 -0.1 -0.2 -0.226
C 0.769 0.678 -1.186 0.1 0.0 1.2 0.011
H 1.265 -1.765 0.444 -0.1 -0.3 0.0 0.112
H -1.265 1.460 1.004 -0.6 0.0 0.0 0.099
H 0.973 -0.239 -1.774 -0.2 0.4 0.6 0.089
H -1.250 1.624 -1.404 0.1 -0.4 -0.6 0.130
H 0.404 -1.501 1.954 0.1 0.3 -0.2 0.110
H 1.264 1.535 -1.682 0.0 -0.3 0.9 0.078
H 0.862 0.803 1.847 0.1 0.1 -1.5 0.097
H -1.266 -2.295 0.325 0.1 0.2 0.0 0.101
H -2.227 -0.654 -1.200 0.1 0.0 0.1 0.102
H 2.138 0.404 0.700 0.9 -0.7 0.3 0.051


4.
9
Properties=species:S:1:pos:R:3:forces:R:3:lowdin_charge:R:1 method="wB97M-V/def2-TZVPD" energy_ev=-10753.093 lumo_energy_ev="-0.701 / -2.668" fmax_ha_per_bohr=0.0947 gap_ev="7.85 / 7.01" e_above_lowest_kcal_mol=97.3 e_homo_ev="-8.55 / -9.67" multiplicity=3
O -1.474 0.278 0.295 1.0 2.9 -1.9 0.090
O -1.088 -1.350 1.016 -4.2 -2.3 -0.5 -0.063
O 0.412 0.016 1.786 1.0 0.6 0.8 -0.090
O 0.106 -1.171 1.288 4.6 -0.9 1.4 -0.190
N -0.445 0.838 0.035 -3.7 0.4 1.6 -0.023
C 0.467 0.433 -0.963 -1.9 -2.3 -0.9 -0.015
H 0.897 1.284 -1.338 0.6 2.0 -1.6 0.074
H 1.248 -0.061 -0.499 1.6 -1.4 1.0 0.071
H -0.123 -0.267 -1.620 1.0 0.9 0.1 0.145


5.
14
Properties=species:S:1:pos:R:3:forces:R:3:lowdin_charge:R:1 method="wB97M-V/def2-TZVPD" energy_ev=-18525.680 lumo_energy_ev=0.462 fmax_ha_per_bohr=0.1461 gap_ev=9.07 e_above_lowest_kcal_mol=110.5 e_homo_ev=-8.61
S -2.281 2.148 -2.417 -0.9 -2.5 2.2 0.667
N -1.201 1.019 -1.538 -2.5 -2.2 -6.7 -0.429
N 0.164 0.386 0.227 -2.3 0.2 -1.2 -0.069
N 0.307 -0.966 -0.368 0.6 1.9 2.7 0.019
C 1.622 -0.979 1.813 -3.2 -0.1 0.2 -0.106
C 1.041 -1.606 0.500 -0.3 4.1 0.7 -0.203
C -0.697 1.188 -0.347 4.6 0.8 0.8 -0.359
H -0.508 2.289 -0.201 -0.9 -1.0 1.2 0.131
H 1.332 -2.480 0.116 1.2 -3.8 -0.9 0.042
H 1.267 0.171 1.603 2.0 -2.5 1.0 0.093
H -0.985 0.176 -2.248 -0.4 2.3 3.1 0.147
H -3.484 1.403 -2.004 1.8 1.5 -0.8 -0.078
H 0.864 -1.313 2.629 0.9 0.6 -1.2 0.081
H 2.558 -1.436 2.235 -0.5 1.0 -1.1 0.063


6.
9
Properties=species:S:1:pos:R:3:forces:R:3:lowdin_charge:R:1 method="wB97M-V/def2-TZVPD" energy_ev=-5690.285 lumo_energy_ev=0.902 fmax_ha_per_bohr=0.0446 gap_ev=11.53 e_above_lowest_kcal_mol=67.9 e_homo_ev=-10.63
O 0.710 1.799 0.252 0.3 -0.2 0.0 0.174
N 0.249 -0.511 -0.135 -1.8 1.4 0.2 0.034
C -1.282 -0.146 -0.046 -0.7 -0.9 -0.1 -0.061
C 0.508 0.669 0.060 1.3 0.9 0.1 -0.513
H -1.654 0.459 -0.885 0.3 -0.4 0.1 0.092
H 2.166 -1.005 0.133 0.7 0.0 -0.1 0.058
H -1.617 -1.157 -0.100 -1.2 -0.4 0.0 0.066
H 2.539 -0.438 -0.170 0.6 -0.2 0.1 0.057
H -1.618 0.331 0.891 0.5 -0.3 -0.2 0.095


7.
70
Properties=species:S:1:pos:R:3:forces:R:3:lowdin_charge:R:1 method="wB97M-V/def2-TZVPD" energy_ev=-47377.819 lumo_energy_ev=0.299 fmax_ha_per_bohr=0.0497 gap_ev=9.78 smiles="C[C@H](F)C[C@H]1OC(=O)O[C@@H]1N(C(=O)F)C(=O)F.CCOCC.CCOCC.CCOCC" e_homo_ev=-9.48
F -1.636 -4.256 -2.381 0.1 0.2 -0.2 0.178
F -0.781 -5.781 1.659 0.2 -0.3 0.2 0.172
F 2.907 -3.974 -1.585 0.0 0.0 -0.6 -0.021
O -1.070 -0.082 0.023 0.1 -0.9 0.8 0.192
O -2.559 -5.962 -1.305 1.2 1.6 0.0 0.185
O -2.655 -4.636 1.472 1.4 -0.5 -0.8 0.240
O -2.810 1.414 -3.812 0.1 -0.1 -0.1 -0.156
O -3.791 5.852 2.331 0.0 0.0 0.2 -0.159
O 0.180 -1.601 1.183 0.4 0.3 -0.4 0.106
O 6.183 -1.989 1.580 -0.2 -0.2 0.0 -0.174
O -1.548 -2.316 0.040 0.1 0.4 -0.6 0.109
N -1.034 -4.609 -0.237 -0.6 0.6 -0.6 0.134
C -1.827 -5.004 -1.313 -1.3 -2.2 0.2 -0.471
C 6.881 -0.363 -0.132 0.1 -0.1 0.0 -0.076
C 7.335 -1.874 2.394 0.1 0.0 0.1 -0.281
C -0.521 -3.267 -0.262 -0.4 0.3 0.7 -0.214
C 5.819 -0.834 0.846 0.0 0.1 -0.1 -0.282
C 0.535 -2.955 0.791 0.2 0.9 0.3 -0.185
C 7.231 -0.802 3.466 -0.1 0.1 -0.1 -0.078
C 1.943 -2.902 0.257 -0.1 -0.5 0.5 -0.059
C -4.126 -0.168 -2.456 -0.1 0.1 -0.1 -0.070
C -2.856 0.650 -2.619 0.0 0.0 0.1 -0.286
C 3.583 -4.791 0.472 0.2 -0.2 0.2 -0.021
C -1.618 -4.994 1.008 -1.4 0.4 1.1 -0.456
C -4.556 6.722 1.519 -0.1 0.1 -0.1 -0.284
C -3.832 2.377 -3.965 -0.1 0.1 0.0 -0.284
C -5.833 6.101 0.978 0.0 -0.1 0.0 -0.079
C -3.336 4.666 1.708 0.0 -0.1 -0.1 -0.280
C -3.851 3.426 -2.867 0.0 0.0 0.1 -0.086
C -0.829 -1.191 0.391 -0.7 0.4 -0.2 -0.510
C -2.440 4.902 0.504 0.0 0.1 -0.1 -0.078
C 2.435 -4.231 -0.301 0.2 0.4 -0.2 -0.371
H -5.630 5.266 0.306 0.0 0.0 0.0 0.060
H -0.176 -3.011 -1.250 0.4 -0.4 -0.4 0.177
H 1.637 -4.954 -0.423 -0.3 -0.2 0.0 0.137
H -4.271 -0.825 -3.315 0.0 0.0 0.0 0.082
H 6.356 -0.974 4.094 0.0 0.0 0.0 0.081
H 7.142 0.197 3.038 0.1 0.0 0.0 0.066
H 6.509 0.485 -0.708 0.0 0.0 0.0 0.079
H 3.275 -5.205 1.424 -0.2 0.0 0.3 0.092
H -4.808 7.567 2.160 0.0 0.0 0.1 0.117
H 7.791 -0.043 0.377 0.0 0.1 0.0 0.067
H -2.001 -0.023 -2.670 0.0 0.1 -0.1 0.110
H -3.639 2.857 -4.924 0.1 0.0 0.0 0.118
H 0.465 -3.532 1.700 -0.2 -0.5 0.2 0.163
H 4.920 -1.113 0.294 0.0 -0.1 0.0 0.108
H -2.969 5.410 -0.304 0.0 -0.1 0.0 0.060
H -4.616 4.176 -3.074 0.0 0.0 0.0 0.077
H -2.693 1.290 -1.747 0.0 0.0 0.0 0.096
H -2.076 3.951 0.115 0.0 0.0 0.0 0.073
H 2.596 -2.607 1.067 0.2 0.2 0.3 0.126
H 8.120 -0.815 4.096 0.0 0.0 0.0 0.077
H -3.945 7.120 0.701 0.0 0.0 0.0 0.107
H -4.063 -0.779 -1.555 0.0 0.0 0.0 0.073
H 1.998 -2.123 -0.488 0.0 0.1 -0.4 0.140
H -1.584 5.519 0.779 0.0 0.0 0.0 0.082
H -2.883 3.924 -2.800 0.0 0.0 0.0 0.080
H 8.226 -1.718 1.776 0.0 0.1 0.0 0.108
H -6.451 5.727 1.795 0.0 0.0 0.0 0.082
H -4.811 1.890 -4.050 0.0 0.0 0.0 0.107
H 7.147 -1.164 -0.822 0.0 0.0 0.0 0.083
H -6.404 6.844 0.421 0.0 0.0 0.0 0.076
H -2.777 4.131 2.475 0.0 0.0 0.1 0.118
H 4.050 -5.584 -0.090 0.1 -0.4 -0.2 0.086
H 4.324 -4.021 0.644 0.2 0.2 0.1 0.076
H -4.184 4.026 1.437 0.0 0.0 -0.1 0.106
H -5.012 0.463 -2.368 0.0 0.0 0.1 0.066
H 5.531 -0.024 1.525 0.0 0.0 0.0 0.109
H 7.452 -2.848 2.868 -0.1 0.0 0.0 0.118
H -4.069 2.991 -1.891 -0.1 0.0 0.0 0.061